Molecular formula: C16H46Cl6F6N5O6
Method: DFT, ωB97M-V/def2-TZVPD

## Properties
Largest force on an atom in eV Å⁻¹: 6.36
HOMO energy (spin up / spin down) in eV: -18.93 / -18.93
Frontier orbital gap (spin up / spin down) in eV: 7.2109 / 2.5183
Energy relative to the best compared isomer or geometry (same formula, charge and spin) in kJ/mol: 67.0

```
! RIJCOSX wB97M-V def2-TZVPD def2/J DEFGRID3
* xyz 4 2
Cl -5.59102 -9.31048 -7.97408
Cl -5.52348 -10.31389 -4.84946
Cl -4.22929 -14.47513 -10.31482
Cl 4.61499 -14.45570 -7.83065
Cl 4.14454 -17.63745 -8.25412
Cl -6.42536 -15.89005 -8.25813
F -0.54937 -8.55961 -10.46308
F -2.74536 -20.04975 -7.91798
F -2.12823 -18.23914 -9.02993
F -2.67747 -9.20119 -10.58364
F -1.75379 -8.70560 -8.72188
F -0.82586 -19.80896 -8.84586
O -0.24342 -11.14759 -8.85995
O -2.22559 -13.18558 -5.25613
O -2.13283 -17.65443 -6.33609
O -1.37979 -11.48387 -10.76618
O 0.98212 -14.45257 -5.99057
O -0.10842 -18.87081 -6.38749
N -0.04192 -13.57913 -3.31819
N 1.43900 -11.70958 -6.59111
N -2.64152 -15.67056 -3.92194
N -2.24085 -10.75173 -3.91553
N 3.10016 -14.90848 -4.31376
C -1.78160 -19.19776 -8.21096
C -1.43938 -13.56465 -6.38744
C -1.57138 -9.32336 -9.87689
C 0.21422 -12.93497 -11.93339
C 1.72951 -18.91659 -4.72941
C 2.79727 -16.47376 -7.99456
C -0.86135 -12.79293 -10.93017
C 3.12581 -15.09903 -8.57321
C -0.36566 -14.66886 -6.39918
C -3.77901 -15.56569 -8.92148
C -4.80720 -15.26949 -7.77558
C -4.86653 -10.85078 -7.37252
C 0.61325 -18.04852 -5.37456
C -5.49128 -11.48563 -6.16617
C -1.37735 -18.50012 -6.92079
C -1.02185 -10.72911 -9.74137
H -0.67649 -13.00287 -3.85237
H 0.82515 -13.07230 -3.42492
H 2.36013 -11.39375 -6.85920
H 2.27728 -14.44468 -8.37336
H -2.61503 -10.91850 -2.99235
H -4.87450 -12.36505 -5.98099
H -2.75944 -16.26417 -4.73054
H -0.02385 -12.54897 -12.92457
H -1.25491 -10.53961 -3.86050
H -2.75087 -10.00099 -4.35866
H 1.10952 -12.34958 -11.72395
H 1.88826 -16.85453 -8.46018
H 2.65966 -16.24651 -6.93743
H -2.72822 -15.43040 -8.66527
H -0.23157 -13.70850 -2.33462
H -3.44017 -15.64144 -3.30437
H -4.91722 -11.58081 -8.18034
H 2.14557 -19.37235 -5.62790
H 0.95741 -17.18235 -5.93972
H -3.84142 -10.71457 -7.02797
H 1.29161 -19.75800 -4.19243
H -4.46938 -15.89795 -6.95155
H -1.28470 -12.63488 -6.93488
H -0.71322 -15.48542 -5.76632
H 2.91061 -15.67512 -3.68413
H -6.52488 -11.74110 -6.39962
H -2.41807 -14.82990 -4.43523
H -2.17702 -14.05607 -7.02185
H 3.99783 -14.88727 -4.77622
H -1.73833 -13.29276 -11.34152
H -2.31538 -11.62572 -4.41621
H -1.78647 -16.06737 -3.55924
H -0.06262 -17.65972 -4.61289
H 1.43933 -12.68723 -6.33753
H 3.04285 -14.06972 -3.75404
H 0.71864 -11.49979 -7.26723
H -0.06015 -14.42281 -3.87314
H 0.41498 -14.00396 -12.00438
H 1.12795 -11.22009 -5.76421
H -0.31245 -15.14693 -7.37731
H -0.61278 -13.38423 -10.04888
H -4.00422 -16.58858 -9.22324
H 3.38669 -15.14744 -9.63043
H -4.78785 -14.19967 -7.56775
H 2.28885 -14.96208 -4.91293
H 2.58231 -18.39285 -4.29753
*
```

Just the Löwdin charges please, in e? Sure, here they are: 0.616 0.630 0.842 0.568 0.599 0.880 0.139 0.230 0.186 0.215 0.173 0.239 0.056 -0.383 0.033 0.074 -0.391 0.017 0.331 0.334 0.330 0.313 0.331 -0.635 -0.318 -0.515 -0.044 -0.019 -0.676 -0.244 -0.648 -0.332 -0.514 -0.540 -0.691 -0.190 -0.677 -0.193 -0.302 0.072 0.130 0.160 0.044 0.151 0.046 0.096 0.104 0.134 0.113 0.094 0.076 0.010 0.067 0.164 0.168 0.059 0.088 0.074 0.046 0.099 0.086 0.089 0.053 0.147 0.086 0.043 0.071 0.137 0.097 0.035 0.127 0.088 0.053 0.132 0.073 0.091 0.098 0.129 0.109 0.111 0.079 0.078 0.058 0.034 0.077

***

Molecular formula: C16H46InN2Na4O10P
Method: DFT, ωB97M-V/def2-TZVPD

## Properties
Largest force on an atom in eV Å⁻¹: 3.01
HOMO energy in eV: -18.67
Frontier orbital gap in eV: 1.6379
Energy relative to the best compared isomer or geometry (same formula, charge and spin) in kJ/mol: 79.5

```
! RIJCOSX wB97M-V def2-TZVPD def2/J DEFGRID3
* xyz 4 1
In -5.08855 1.09478 2.32312
P -2.10778 -0.18730 1.13278
Na -3.30870 -2.86962 1.73686
Na -1.18988 0.54641 3.81693
Na -3.38675 -1.24111 -1.34100
Na -1.75057 2.61734 0.48691
O -3.10640 0.61353 0.22941
O -2.80680 -0.61008 2.44076
O -6.33136 1.64125 -1.98062
O -1.67635 -1.37085 0.30011
O -0.99201 0.78989 1.53078
O 3.24723 1.43807 6.97968
O -1.21620 -1.26367 -2.19287
O -1.44210 -3.99906 0.56015
O 1.90990 1.18122 -3.68383
O 1.51230 0.30219 1.26809
N 0.00515 1.94253 -1.61080
N 1.46229 0.35577 4.00746
C 3.19412 2.08798 3.93102
C 2.10547 1.47409 6.15715
C 3.13788 2.26501 8.12958
C 3.06104 -1.56393 1.11904
C -0.70072 -5.07208 -0.05526
C 1.88105 3.48067 -1.79780
C -0.16338 -1.98465 -2.83452
C 1.97884 0.35819 -4.83942
C -1.49829 -5.62405 -1.23902
C 1.87601 -0.85365 0.48319
C 2.56228 0.96489 4.77230
C -5.18203 1.17705 -4.09954
C -5.08257 1.62771 -2.66017
C 1.05734 2.29396 -3.86167
C 0.66157 2.90374 -2.52735
C -0.45016 -2.33131 -4.27636
H 4.09122 2.38974 4.47369
H 0.97600 -1.46675 0.46893
H 2.56552 2.68170 -1.52239
H -0.57322 -5.83890 0.71075
H 1.39976 -0.66097 4.09012
H -4.26950 1.34397 -4.67273
H 1.64781 3.01741 -4.44483
H -1.12679 -1.57918 -4.69872
H 3.71391 3.19568 8.08671
H 1.09679 -0.28062 -4.92297
H 2.12946 2.50332 8.47433
H 0.17864 2.01551 -4.45601
H 3.80950 -0.78213 1.25898
H 2.06492 0.97086 -5.74684
H 2.35371 4.28618 -2.36276
H 1.34461 0.79818 6.56030
H 3.32626 1.75394 2.90373
H -4.66532 2.64181 -2.69462
H -1.60475 -4.80312 -1.95559
H 3.55464 1.60654 8.91200
H 3.41163 -2.30364 0.39926
H 3.31754 0.17361 4.83742
H -6.06770 1.58551 -4.58535
H -6.26051 1.03097 -1.24823
H 0.47946 1.86588 -0.71041
H -4.42056 0.93071 -2.12544
H 2.87155 -2.07453 2.06105
H 0.73534 -1.36335 -2.73782
H 0.48264 0.45558 1.31628
H 2.13799 -0.55997 -0.53498
H -1.09358 -1.31220 -1.21708
H 0.28615 -4.73285 -0.37299
H 1.51545 4.03073 -0.92365
H -0.02163 3.74083 -2.68980
H -0.05944 1.01790 -2.03490
H -0.98847 -3.26787 -4.46114
H 0.40031 -2.47839 -4.94342
H 1.58957 0.47759 2.98418
H -5.30618 0.08944 -4.20309
H 1.69770 2.48215 6.03404
H -0.97712 -6.43404 -1.75252
H -2.47676 -6.03394 -0.99389
H 0.09784 -2.91942 -2.32148
H 2.55377 2.97387 3.85397
H -1.01327 -3.17203 0.31993
H 2.92324 -0.18060 -4.81711
*
```

Just the Löwdin charges please, in e? Sure, here they are: 1.173 -0.054 0.681 0.618 0.590 0.609 -0.491 -0.502 -0.028 -0.353 -0.400 -0.033 -0.136 -0.133 -0.086 -0.097 0.158 0.117 0.010 -0.120 0.004 -0.034 -0.253 -0.026 -0.289 -0.012 -0.056 -0.236 -0.329 -0.066 -0.308 -0.151 -0.356 -0.065 0.117 0.103 0.092 0.123 0.122 0.081 0.166 0.088 0.136 0.092 0.114 0.150 0.093 0.131 0.109 0.162 0.088 0.122 0.060 0.145 0.098 0.174 0.098 0.060 0.070 0.073 0.084 0.094 0.040 0.130 0.011 0.114 0.086 0.155 0.083 0.088 0.089 0.052 0.077 0.148 0.094 0.084 0.113 0.103 0.027 0.120

***

Molecular formula: C16H46N2O6
Method: DFT, ωB97M-V/def2-TZVPD

## Properties
Largest force on an atom in eV Å⁻¹: 1.01
HOMO energy in eV: -9.33
Frontier orbital gap in eV: 9.7333
SMILES string: COC[C@H](C)N.COC[C@H](C)N.CCO.CCO.CCO.CCO
Energy relative to the best compared isomer or geometry (same formula, charge and spin) in kJ/mol: 0.0

```
! RIJCOSX wB97M-V def2-TZVPD def2/J DEFGRID3
* xyz 0 1
O -4.64135 -1.54211 0.72746
O -1.08779 0.86827 -3.94792
O 5.68474 -2.80029 -0.75479
O 0.01310 -6.31432 0.42854
O 0.10365 1.27447 -1.33642
O 3.01141 3.79069 0.85043
N -6.72409 0.34669 0.53902
N 2.52060 4.00923 4.46586
C -5.73763 0.14758 -0.53121
C 1.24679 0.33698 -4.20090
C 3.69012 -1.77759 0.09738
C 2.12824 4.09935 -0.19980
C 4.35170 -2.44295 -1.09299
C -4.40960 -0.32822 0.03025
C -5.54950 1.42004 -1.31987
C 2.96385 2.01977 3.01759
C 0.46081 -3.92064 0.49077
C -3.44374 -2.18031 1.12957
C 0.29177 -5.19818 1.29032
C -0.78389 0.87004 -0.30613
C 3.15304 3.50876 3.23018
C 2.61441 4.35299 2.07720
C -0.02855 -0.05749 0.61276
C -0.12963 0.07675 -4.72313
H -6.13326 -0.65691 -1.15633
H -5.23717 1.20926 -2.34532
H 3.48039 1.64213 2.13387
H 2.77211 -1.27061 -0.20432
H -0.49705 -3.56521 0.10157
H -3.05874 -2.80906 0.31992
H -6.58294 -0.31435 1.29481
H 0.90120 -3.14053 1.11478
H -0.50224 -5.08507 2.02904
H 5.95987 -3.53396 -1.30916
H 0.89230 0.41305 0.96935
H -4.81868 2.12377 -0.90888
H 1.36125 0.00648 -3.16583
H -1.59106 0.28853 -0.76913
H -0.42323 -0.97255 -4.66708
H 1.23593 -5.42827 1.78730
H 1.51573 4.39141 2.15131
H -4.04417 0.44326 0.72658
H 1.11065 -4.05711 -0.37473
H 2.98916 5.37702 2.17092
H 1.15774 3.60568 -0.03312
H 4.33390 -0.98991 0.49617
H -2.68631 -1.45155 1.43303
H -1.84847 0.99568 -4.51949
H 3.32981 1.46001 3.87872
H 3.50084 -2.50007 0.89052
H 4.21893 3.74667 3.31506
H -3.66321 -2.80365 1.99569
H 1.89850 1.80708 2.86765
H -6.47892 1.99285 -1.39483
H 0.23091 -0.97085 0.08530
H 4.32496 -1.75527 -1.95174
H -1.24628 1.73214 0.18381
H -0.21672 0.39347 -5.76594
H 2.96539 3.55349 5.26175
H 1.93692 5.17401 -0.28933
H 1.48830 1.39915 -4.21538
H -0.61070 -0.26231 1.51661
H 2.51545 3.69130 -1.12934
H -0.89868 -6.59676 0.52835
H -0.38748 1.33181 -2.16360
H 3.76374 -3.31092 -1.41730
H -3.65107 -0.53609 -0.73531
H -6.58420 1.26641 0.95033
H 1.58045 3.61202 4.51937
H 1.99771 -0.20517 -4.77985
*
```

Just the Löwdin charges please, in e? Sure, here they are: -0.196 -0.104 -0.073 -0.084 -0.094 -0.191 0.042 0.025 -0.444 -0.094 -0.088 -0.109 -0.332 -0.225 -0.071 -0.065 -0.097 -0.100 -0.303 -0.314 -0.440 -0.224 -0.081 -0.276 0.138 0.076 0.072 0.059 0.060 0.085 0.064 0.063 0.109 0.079 0.064 0.079 0.066 0.091 0.111 0.108 0.124 0.132 0.073 0.127 0.078 0.075 0.070 0.082 0.075 0.070 0.139 0.088 0.073 0.080 0.056 0.107 0.110 0.111 0.068 0.088 0.085 0.069 0.087 0.075 0.036 0.105 0.116 0.069 0.069 0.080

***

The highest largest force on an atom belongs to which entry?
C16H46Cl6F6N5O6